The ion C4H2S3 with charge -2. Source: OMol25; level of theory: wB97M-V/def2-TZVPD.

XYZ file:
```
9
C4H2S3 wB97M-V/def2-TZVPD
S 3.683 -0.482 0.485
S -0.935 3.038 0.082
S 1.090 -1.271 -0.648
C -1.111 0.238 0.065
C -0.924 1.507 -0.486
C 2.000 -0.331 0.499
C -0.574 -1.007 -0.144
H -0.994 -2.026 -0.285
H -2.237 0.335 0.431
```

Results
- Kohn-Sham gap (alpha / beta): 4.42 / 4.42 eV
- E_tot: -1347.98063 hartree
- ΔE to the lowest compared entry with this formula, charge and spin: 92.29 kcal/mol
- Max |F|: 2.77 eV Å⁻¹
- Charge: -2

For reference, the natural (NBO) charges in units of e are:
1. S -0.471
2. S -0.313
3. S 0.166
4. C -0.339
5. C -0.290
6. C -0.590
7. C -0.550
8. H 0.187
9. H 0.200

***

The ion C4H2S3 with charge -2. Source: OMol25; level of theory: wB97M-V/def2-TZVPD.

XYZ file:
```
9
C4H2S3 wB97M-V/def2-TZVPD
S 2.970 -2.447 -0.008
S -0.696 -0.004 -0.157
S 2.920 2.494 0.002
C 1.696 -1.389 -0.055
C 1.689 1.378 -0.062
C 0.391 -1.442 -0.037
C 0.380 1.430 -0.075
H -0.253 2.317 0.000
H -0.259 -2.317 0.025
```

Results
- Kohn-Sham gap (alpha / beta): 3.78 / 4.62 eV
- E_tot: -1348.00970 hartree
- Spin multiplicity: 3
- Max |F|: 1.61 eV Å⁻¹
- Charge: -2
- <S²>: 2.018

For reference, the natural (NBO) charges in units of e are:
1. S -0.432
2. S 0.084
3. S -0.440
4. C -0.180
5. C -0.176
6. C -0.582
7. C -0.591
8. H 0.160
9. H 0.158

***

The molecule C4H2S4. Source: OMol25; level of theory: wB97M-V/def2-TZVPD.

XYZ file:
```
10
C4H2S4 wB97M-V/def2-TZVPD
S -2.354 -1.974 0.173
S 0.514 -1.702 -0.385
S 3.111 -0.253 0.111
S -2.354 1.231 -0.143
C -1.017 -1.100 0.008
C 0.425 0.845 0.059
C 1.493 -0.212 -0.180
C -0.978 0.411 -0.133
H 0.515 1.569 -0.639
H 0.647 1.186 1.128
```

Results
- Kohn-Sham gap: 6.86 eV
- E_tot: -1746.29790 hartree
- ΔE to the lowest compared entry with this formula, charge and spin: 31.51 kcal/mol
- SMILES: S=C1CC(=S)C(=S)S1
- Max |F|: 3.71 eV Å⁻¹

For reference, the natural (NBO) charges in units of e are:
1. S 0.147
2. S 0.455
3. S 0.101
4. S 0.213
5. C -0.451
6. C -0.588
7. C -0.254
8. C -0.172
9. H 0.264
10. H 0.285